(1)
A 8-piece molecular cluster, C22H61ClN11O14 overall in a non-equilibrium geometry, computed with ωB97M-V with the def2-TZVPD basis set.

Bonds (Å) are listed after each position.
Positions of all 109 atoms, in Å:
1 Cl -0.5438 -1.0818 -0.0632  O2 1.468, O3 1.438, O4 1.401, O5 1.408
2 O -0.9526 -1.8852 1.0951  Cl1 1.468
3 O 0.6669 -0.3866 0.2819  Cl1 1.438
4 O -0.2883 -2.0460 -1.0475  Cl1 1.401
5 O -1.5369 -0.1169 -0.3197  Cl1 1.408
6 C 7.1128 3.0792 0.8540  O7 1.267, N8 1.305, N9 1.288
7 O 7.9370 2.3871 0.1863  C6 1.267
8 N 6.0377 2.7386 1.5110  C6 1.305, H10 1.010, H11 1.010
9 N 7.2803 4.3512 0.9684  C6 1.288, H12 1.010, H13 1.010
10 H 5.8379 1.7496 1.5566  N8 1.010
11 H 5.3472 3.4329 1.7587  N8 1.010
12 H 6.5141 4.6985 1.5274  N9 1.010
13 H 8.0308 4.8860 0.5551  N9 1.010
14 C -0.8592 -8.5106 3.2606  O15 1.240, N16 1.343, N17 1.298
15 O -0.1533 -8.5460 2.2411  C14 1.240
16 N -0.8648 -9.4303 4.2386  C14 1.343, H18 1.010, H19 1.010
17 N -1.7035 -7.5530 3.4938  C14 1.298, H20 1.010, H21 1.010
18 H -1.6304 -9.3879 4.8960  N16 1.010
19 H -0.3506 -10.2877 4.0950  N16 1.010
20 H -2.3078 -7.4867 4.3003  N17 1.010
21 H -1.7382 -6.9008 2.7234  N17 1.010
22 C 1.4385 6.0415 2.4649  O23 1.219, N24 1.282, N25 1.199
23 O 2.5556 5.9445 1.9866  C22 1.219
24 N 0.4116 5.3167 2.2130  C22 1.282, H26 1.010, H27 1.010
25 N 1.1870 6.6629 3.4591  C22 1.199, H28 1.010, H29 1.010
26 H 0.5623 4.4790 1.6694  N24 1.010
27 H -0.4972 5.4496 2.6333  N24 1.010
28 H 0.3463 6.5624 4.0098  N25 1.010
29 H 1.9655 6.9444 4.0377  N25 1.010
30 C 2.1523 -1.7460 6.6080  O31 1.227, N32 1.354, N33 1.340
31 O 2.9899 -1.9189 7.4882  C30 1.227
32 N 1.3700 -2.7556 6.1580  C30 1.354, H34 1.010, H35 1.010
33 N 1.9874 -0.5325 6.0634  C30 1.340, H36 1.010, H37 1.010
34 H 1.6166 -3.5523 6.7277  N32 1.010
35 H 0.6327 -2.8056 5.4695  N32 1.010
36 H 1.4382 -0.3014 5.2479  N33 1.010
37 H 2.5358 0.1356 6.5859  N33 1.010
38 C 0.5896 -12.6381 -0.4273  O39 1.465, H47 1.090, H48 1.090, H49 1.090
39 O 0.9157 -11.2464 -0.7475  C38 1.465, C40 1.462
40 C 0.6639 -10.9960 -2.1653  O39 1.462, C41 1.580, H50 1.090, H51 1.090
41 C 0.9059 -9.5374 -2.7211  C40 1.580, N42 1.435, H52 1.090, H53 1.090
42 N 2.1815 -9.1999 -2.1582  C41 1.435, C43 1.461, H54 1.010
43 C 2.1908 -7.7557 -1.9368  N42 1.461, C44 1.559, H55 1.090, H56 1.090
44 C 3.3386 -7.4387 -0.9302  C43 1.559, O45 1.465, H57 1.090, H58 1.090
45 O 3.4894 -8.4625 0.1069  C44 1.465, C46 1.472
46 C 4.2886 -7.9920 1.2503  O45 1.472, H59 1.090, H60 1.090, H61 1.090
47 H -0.4778 -12.7866 -0.5904  C38 1.090
48 H 0.8692 -12.9429 0.5812  C38 1.090
49 H 1.0873 -13.3272 -1.1095  C38 1.090
50 H -0.3729 -11.1764 -2.4493  C40 1.090
51 H 1.0621 -11.7337 -2.8620  C40 1.090
52 H 0.1129 -8.8361 -2.4618  C41 1.090
53 H 1.0246 -9.5077 -3.8042  C41 1.090
54 H 2.8370 -9.3275 -2.9160  N42 1.010
55 H 1.2824 -7.2440 -1.6190  C43 1.090
56 H 2.4738 -7.3547 -2.9101  C43 1.090
57 H 3.1517 -6.4573 -0.4942  C44 1.090
58 H 4.2576 -7.5213 -1.5105  C44 1.090
59 H 3.6951 -7.2783 1.8218  C46 1.090
60 H 5.3255 -7.7712 0.9972  C46 1.090
61 H 4.4353 -8.8144 1.9504  C46 1.090
62 C -3.4609 3.2919 -7.4694  O63 1.445, H71 1.090, H72 1.090, H73 1.090
63 O -2.4975 3.9762 -6.6375  C62 1.445, C64 1.406
64 C -1.8222 3.0353 -5.8403  O63 1.406, C65 1.517, H74 1.090, H75 1.090
65 C -0.4281 2.6221 -6.2738  C64 1.517, N66 1.453, H76 1.090, H77 1.090
66 N 0.4604 3.7246 -5.9494  C65 1.453, C67 1.468, H78 1.010
67 C 0.1885 4.7612 -6.9525  N66 1.468, C68 1.523, H79 1.090, H80 1.090
68 C 1.4329 5.4770 -7.4612  C67 1.523, O69 1.420, H81 1.090, H82 1.090
69 O 2.1553 4.6744 -8.3834  C68 1.420, C70 1.431
70 C 3.0202 5.3833 -9.2762  O69 1.431, H83 1.090, H84 1.090, H85 1.090
71 H -2.9187 2.5727 -8.0834  C62 1.090
72 H -3.9902 4.0280 -8.0745  C62 1.090
73 H -4.2820 2.7617 -6.9870  C62 1.090
74 H -2.4462 2.1597 -5.6616  C64 1.090
75 H -1.8200 3.5397 -4.8740  C64 1.090
76 H -0.3255 2.1500 -7.2509  C65 1.090
77 H 0.0076 1.8355 -5.6577  C65 1.090
78 H 0.1431 4.2033 -5.1185  N66 1.010
79 H -0.4742 5.4971 -6.4972  C67 1.090
80 H -0.3172 4.4855 -7.8779  C67 1.090
81 H 2.1184 5.7278 -6.6517  C68 1.090
82 H 0.9964 6.3404 -7.9633  C68 1.090
83 H 3.7855 4.6882 -9.6214  C70 1.090
84 H 3.4868 6.3078 -8.9358  C70 1.090
85 H 2.4774 5.8670 -10.0884  C70 1.090
86 C -4.6731 2.5234 4.2519  O87 1.412, H95 1.090, H96 1.090, H97 1.090
87 O -4.9252 3.5769 5.1571  C86 1.412, C88 1.503
88 C -3.6186 4.2266 5.5187  O87 1.503, C89 1.513, H98 1.090, H99 1.090
89 C -3.6794 5.7309 5.6726  C88 1.513, N90 1.471, H100 1.090, H101 1.090
90 N -3.7313 6.4290 4.3792  C89 1.471, C91 1.567, H102 1.010
91 C -4.9263 6.0448 3.4405  N90 1.567, C92 1.540, H103 1.090, H104 1.090
92 C -4.9815 7.0004 2.2345  C91 1.540, O93 1.437, H105 1.090, H106 1.090
93 O -4.7445 8.3178 2.7579  C92 1.437, C94 1.520
94 C -5.3995 9.3204 1.8214  O93 1.520, H107 1.090, H108 1.090, H109 1.090
95 H -3.9481 1.8128 4.6489  C86 1.090
96 H -4.2296 2.8140 3.2996  C86 1.090
97 H -5.5064 1.9064 3.9157  C86 1.090
98 H -2.9110 3.9543 4.7356  C88 1.090
99 H -3.1598 3.8307 6.4247  C88 1.090
100 H -2.7452 6.0761 6.1157  C89 1.090
101 H -4.5830 6.1563 6.1091  C89 1.090
102 H -3.8416 7.4163 4.5614  N90 1.010
103 H -5.8917 6.1424 3.9371  C91 1.090
104 H -4.8562 5.0529 2.9940  C91 1.090
105 H -5.9686 6.9733 1.7729  C92 1.090
106 H -4.3375 6.6734 1.4182  C92 1.090
107 H -4.9015 9.2799 0.8526  C94 1.090
108 H -5.3719 10.3661 2.1280  C94 1.090
109 H -6.4143 8.9829 1.6108  C94 1.090

Its lowest unoccupied orbital energy is 1.80 eV. The value obtained for the energy relative to the best compared isomer or geometry (same formula, charge and spin) is 9.638 eV. The charge is -1. The HOMO energy is -5.7 eV.

***

(2)
A 2-piece molecular cluster, C8H13N2 overall in a non-equilibrium geometry, computed with ωB97M-V with the def2-TZVPD basis set.

Bonds (Å) are listed after each position.
Positions of all 23 atoms, in Å:
1 C -3.4855 -1.0252 0.6771  C5 1.324, H11 1.077, H12 1.077
2 C -1.6637 1.3503 0.3786  C6 1.338, H13 1.077, H14 1.075
3 C 0.6151 -1.4303 1.0412  C7 1.307, H15 1.076, H16 1.082
4 C 1.8585 -0.2819 -2.4973  N9 1.263, H17 1.078, H18 1.088
5 C -2.2848 -1.0245 0.1195  C1 1.324, C6 1.477, H19 1.080
6 C -1.3047 0.0625 0.3187  C2 1.338, C5 1.477, C7 1.431
7 C 0.0387 -0.4079 0.4665  C3 1.307, C6 1.431
8 C 1.4801 0.8312 -0.4829  N9 1.372, N10 1.501, H20 1.085
9 N 2.2350 0.0779 -1.3464  C4 1.263, C8 1.372
10 N 2.3607 1.2113 0.6719  C8 1.501, H21 1.030, H22 1.026, H23 1.033
11 H -4.1772 -1.8350 0.5192  C1 1.077
12 H -3.8172 -0.2269 1.3193  C1 1.077
13 H -0.9569 2.1455 0.5452  C2 1.077
14 H -2.6942 1.6369 0.2667  C2 1.075
15 H 1.6646 -1.6576 0.9710  C3 1.076
16 H 0.0192 -2.1314 1.6102  C3 1.082
17 H 2.5451 -0.8626 -3.0917  C4 1.078
18 H 0.8875 -0.0455 -2.9279  C4 1.088
19 H -1.9453 -1.8512 -0.4877  C5 1.080
20 H 0.8747 1.6519 -0.8534  C8 1.085
21 H 2.0154 0.7841 1.5434  N10 1.030
22 H 2.4536 2.2264 0.7927  N10 1.026
23 H 3.2814 0.8020 0.4462  N10 1.033

Its lowest unoccupied orbital energy (spin up / spin down) is -3.19 / -6.90 eV. The value obtained for the energy relative to the best compared isomer or geometry (same formula, charge and spin) is 5.420 eV. The spin multiplicity is 3. The charge is +1. The HOMO energy (spin up / spin down) is -9.8 / -12.5 eV.